Record 1
Here is a structure of composition C30H32BrN3O2S2Ti from the Open Molecules 2025 dataset. Energies are from wB97M-V/def2-TZVPD.

Computed properties:
net charge	-2
multiplicity	3
E_HOMO (alpha / beta)	0.7 / -1.4	eV
max |F|	0.04462	Eh/bohr

```
71
C30H32BrN3O2S2Ti wB97M-V/def2-TZVPD
Ti -0.2327 1.1472 0.1672
C 2.1349 1.5655 -1.4712
N 1.5564 0.3552 -0.8800
C 0.7405 -0.3861 -1.8594
C 0.4460 -1.8416 -1.4544
N -0.7845 -2.0182 -0.7054
C -1.9217 -2.2282 -1.5884
C -0.7462 -3.0559 0.2850
C 0.1851 -4.0819 0.2465
C 0.2221 -5.0783 1.2091
C -0.7022 -5.0687 2.2363
C -1.6671 -4.0880 2.2679
C -1.7285 -3.0808 1.3029
S -3.0315 -1.9574 1.3857
C 2.6118 -0.4837 -0.3606
C 3.7526 -0.7348 -1.1005
C 4.7482 -1.5783 -0.6274
C 4.5772 -2.1947 0.6084
C 3.4445 -1.9650 1.3500
C 2.4144 -1.1170 0.8921
S 0.9984 -0.8749 1.7969
H 2.4010 1.4282 -2.5348
H 3.0399 1.8385 -0.9224
H 1.4263 2.3878 -1.3724
H 1.2738 -0.4087 -2.8336
H -0.1962 0.1630 -1.9481
H 1.2786 -2.1887 -0.8424
H 0.4352 -2.4596 -2.3744
H -1.8371 -3.1939 -2.1225
H -1.9885 -1.4311 -2.3267
H -2.8335 -2.2242 -0.9896
H 0.9238 -4.1268 -0.5448
H 0.9751 -5.8529 1.1438
H -0.6784 -5.8320 3.0044
H -2.4107 -4.0706 3.0527
H 3.8773 -0.2764 -2.0754
H 5.6330 -1.7634 -1.2242
H 5.3465 -2.8629 0.9825
H 3.3024 -2.4504 2.3041
O -1.5316 0.5592 1.5338
C -2.7372 1.2260 1.2799
C -3.1547 1.1180 -0.1674
C -4.4599 1.3111 -0.5477
C -4.8159 1.3139 -1.9056
C -3.7738 1.1258 -2.8149
C -2.5038 0.8952 -2.3577
N -2.1364 0.8715 -1.0411
H -1.7460 -0.4176 1.3691
H -2.5551 2.2859 1.5153
H -3.5395 0.8335 1.9292
H -5.2151 1.4492 0.2134
H -5.8391 1.4414 -2.2302
H -3.9630 1.1491 -3.8825
H -1.7177 0.7132 -3.0867
Br 2.9268 4.9811 4.8211
C 2.0601 3.9162 3.4566
C 2.7480 2.8617 2.8927
C 2.1283 2.1215 1.8999
C 0.8198 2.3740 1.4467
C 0.1793 3.4473 2.0877
C 0.7712 4.2235 3.0703
H 3.7457 2.6058 3.2315
H 2.7077 1.2988 1.4969
H -0.8317 3.7148 1.7958
H 0.2324 5.0423 3.5336
C -0.6016 3.2223 -2.3545
C -0.8625 2.7936 -0.8711
O -1.6700 3.5287 -0.2830
H -0.0241 4.1484 -2.3193
H -1.5636 3.4408 -2.8215
H -0.0648 2.4953 -2.9659
```

Computed Mulliken charges, given in elementary charges:
1 Ti -0.0017
2 C -1.4446
3 N 2.3326
4 C 0.0268
5 C -1.3851
6 N 1.8263
7 C -1.5431
8 C -0.6133
9 C -0.0217
10 C -0.8771
11 C -0.5764
12 C -0.7517
13 C 0.5312
14 S -0.6815
15 C -2.1075
16 C -0.3443
17 C -0.8547
18 C -0.6837
19 C -0.9422
20 C 1.8906
21 S -0.2951
22 H 0.4334
23 H 0.4211
24 H -0.1044
25 H 0.5484
26 H -0.2716
27 H 0.2787
28 H 0.1285
29 H 0.3394
30 H 0.6323
31 H 0.2221
32 H 0.3202
33 H 0.3490
34 H 0.3370
35 H 0.3736
36 H 0.2899
37 H 0.3611
38 H 0.3273
39 H 0.4573
40 O -0.3806
41 C -1.3009
42 C 0.9576
43 C -0.8902
44 C -0.8728
45 C -1.0404
46 C -0.4038
47 N 1.0818
48 H -0.0450
49 H 0.2604
50 H 0.5050
51 H 0.4157
52 H 0.3426
53 H 0.3670
54 H 0.3181
55 Br -0.3179
56 C 0.1901
57 C -1.2732
58 C 0.0841
59 C 1.5794
60 C -0.3089
61 C -1.0461
62 H 0.4307
63 H 0.0399
64 H 0.2333
65 H 0.4125
66 C -1.9921
67 C 1.2637
68 O -0.7101
69 H 0.4499
70 H 0.4952
71 H 0.2281


Record 2
Here is a cluster of 2 separate species, C30H32BrN5O4S in total from the Open Molecules 2025 dataset. Energies are from wB97M-V/def2-TZVPD.

Computed properties:
E_HOMO	-5.6	eV
max |F|	0.05585	Eh/bohr

```
73
C30H32BrN5O4S wB97M-V/def2-TZVPD
C 2.9301 4.0043 -2.8790
C 2.0042 2.8920 -3.3358
C 1.5253 3.0148 -4.7607
N 0.7755 2.9234 -2.5474
N -0.2740 3.5909 -3.0073
N -1.1870 3.5120 -2.0228
C -2.4646 4.2132 -2.2570
C -3.0721 3.6533 -3.5285
C -2.1605 5.6912 -2.4072
C -0.7211 2.8170 -0.9570
C -1.5539 2.5358 0.2096
C -1.6033 3.4292 1.3045
C -2.4480 3.1702 2.3777
C -3.2504 2.0230 2.3851
C -3.1925 1.1188 1.3165
C -2.3475 1.3691 0.2442
C 0.5943 2.4207 -1.2773
C 1.5501 1.6530 -0.6280
H 3.8695 3.9764 -3.4402
H 2.4461 4.9728 -3.0519
H 3.1567 3.8993 -1.8130
H 2.4581 1.9218 -3.1298
H 2.3742 3.0597 -5.4420
H 0.9056 2.1485 -5.0106
H 0.9074 3.9096 -4.8663
H -3.1036 4.0203 -1.3910
H -4.0228 4.1579 -3.7335
H -2.3935 3.8245 -4.3715
H -3.2556 2.5779 -3.4379
H -3.0838 6.2434 -2.6119
H -1.7051 6.0894 -1.4949
H -1.4661 5.8398 -3.2418
H -0.9678 4.3160 1.2635
H -2.4715 3.8642 3.2191
H -3.9093 1.8239 3.2294
H -3.7982 0.2112 1.3160
H -2.2786 0.6850 -0.6038
H 1.3062 1.2881 0.3604
H 2.5026 1.4787 -1.1182
C 3.2185 -7.4996 4.0568
C 2.9787 -6.1007 3.5695
C 2.6871 -5.0905 4.4892
C 2.4787 -3.7821 4.0610
C 2.5055 -3.4999 2.6894
S 2.1414 -1.8459 2.1450
O 1.5639 -1.1211 3.2471
O 3.1907 -1.3074 1.3280
N 0.8679 -2.0728 0.9768
C -0.4401 -2.4462 1.3186
C -0.9424 -2.8810 2.5410
C -2.2603 -3.3450 2.5793
C -3.0542 -3.3289 1.4146
C -2.5479 -2.8304 0.2046
Br -3.6079 -2.8586 -1.3728
C -1.2371 -2.3601 0.1553
C -0.3512 -1.8335 -0.8824
N -0.6839 -1.3563 -2.1839
O -1.6193 -0.5241 -2.3082
O -0.0279 -1.7943 -3.1555
C 0.9171 -1.7299 -0.3480
C 2.8618 -4.4858 1.7651
C 3.0586 -5.7914 2.2060
H 3.4460 -8.1566 3.2154
H 4.0557 -7.5385 4.7639
H 2.3391 -7.8978 4.5758
H 2.6183 -5.3330 5.5533
H 2.2707 -3.0009 4.7861
H -0.3208 -2.8436 3.4320
H -2.6823 -3.7299 3.5063
H -4.0708 -3.7108 1.4610
H 1.8170 -1.4120 -0.8534
H 2.9753 -4.2427 0.7125
H 3.2787 -6.5894 1.4914
```

Computed Mulliken charges, given in elementary charges:
1 C -1.3217
2 C 0.1033
3 C -1.4280
4 N 0.9172
5 N -0.9548
6 N 0.9164
7 C 0.3011
8 C -1.3210
9 C -1.3409
10 C -0.5761
11 C -0.7241
12 C -0.2477
13 C -0.7168
14 C -0.3856
15 C -0.7105
16 C 0.0668
17 C 2.4493
18 C -2.4612
19 H 0.4034
20 H 0.3054
21 H 0.3537
22 H 0.3149
23 H 0.4537
24 H 0.3521
25 H 0.2776
26 H 0.2363
27 H 0.4337
28 H 0.3152
29 H 0.2997
30 H 0.4267
31 H 0.3264
32 H 0.3113
33 H 0.4747
34 H 0.3813
35 H 0.3831
36 H 0.4249
37 H 0.5479
38 H 0.3617
39 H 0.1661
40 C -1.4212
41 C 1.0417
42 C -0.6608
43 C -0.3553
44 C 0.0858
45 S 1.4149
46 O -0.6522
47 O -0.7176
48 N 0.4413
49 C -0.3078
50 C -0.7119
51 C -0.8487
52 C -0.4438
53 C 0.2849
54 Br -0.1428
55 C 0.4742
56 C 0.4160
57 N 1.1020
58 O -0.5099
59 O -0.6211
60 C -0.9398
61 C -0.4235
62 C -0.9333
63 H 0.3389
64 H 0.3388
65 H 0.3293
66 H 0.3699
67 H 0.4725
68 H 0.4321
69 H 0.4067
70 H 0.4120
71 H 0.4752
72 H 0.4529
73 H 0.2850


Record 3
Here is a cluster of 3 separate species, C30H32BrNO12 in total from the Open Molecules 2025 dataset. Energies are from wB97M-V/def2-TZVPD.

Computed properties:
structure (SMILES)	Nc1c(CCCC(=O)O)ccc2c1C(=O)C(CC(=O)Br)=C(CC(=O)c1ccccc1)C2=O.COC(=O)OC.COC(=O)OC
E_HOMO	-8.6	eV
max |F|	0.18909	Eh/bohr

```
76
C30H32BrNO12 wB97M-V/def2-TZVPD
N 0.8831 -2.0077 3.3897
C 0.3060 -1.1901 2.2551
C -1.1906 -0.5304 2.3690
C -2.2171 -0.6408 3.6424
C -2.1941 -2.0764 4.4336
C -2.2031 -3.4031 3.4701
C -3.2056 -3.3148 2.1753
O -2.8329 -4.0352 1.0815
O -4.4807 -2.5694 2.1137
C -1.7201 0.3562 1.0663
C -0.8366 0.6364 -0.2968
C 0.6719 0.0005 -0.3846
C 1.2255 -0.9329 0.8879
C 2.7527 -1.5892 0.7025
O 2.9386 -2.8220 1.1800
C 3.8531 -0.6684 -0.0940
C 5.4782 -0.6157 0.2414
C 5.9997 -1.8279 1.2139
O 5.9573 -3.1080 0.7512
Br 6.6772 -1.5992 3.1064
C 3.3356 0.1777 -1.2434
C 4.3102 1.1730 -2.1494
C 4.0444 2.7416 -1.6676
O 3.1341 3.4575 -2.3822
C 4.8625 3.4558 -0.4116
C 4.7453 2.9254 1.1597
C 5.5678 3.5710 2.4309
C 6.5466 4.8645 2.1397
C 6.6967 5.4487 0.6047
C 5.8894 4.7467 -0.6410
C 1.7187 0.2169 -1.6705
O 1.3297 0.3769 -2.9379
H 1.9303 -1.9466 3.4226
H 0.5674 -1.5620 4.2891
H -1.9584 0.2757 4.3616
H -3.3348 -0.4783 3.2748
H -3.2009 -2.1219 5.0718
H -1.3204 -2.1183 5.2441
H -2.6087 -4.2995 4.1462
H -1.1334 -3.7529 3.1081
H -4.6395 -2.3576 1.1276
H -2.8104 0.8382 1.0842
H -1.2758 1.3064 -1.1682
H 5.8302 0.3927 0.7193
H 6.0355 -0.7527 -0.7973
H 4.0087 1.1282 -3.3037
H 5.4443 0.8883 -2.1070
H 4.0501 1.9888 1.3858
H 5.4198 3.0803 3.5001
H 7.1631 5.3717 3.0088
H 7.3885 6.3817 0.3753
H 5.9993 5.1725 -1.7255
C -2.2752 -2.3766 -7.9188
O -1.7420 -2.8234 -6.6737
C -1.5105 -1.8313 -5.7774
O -1.7175 -0.6412 -5.9555
O -1.0088 -2.3927 -4.6485
C -0.7154 -1.4604 -3.6098
H -2.4207 -3.2520 -8.5578
H -3.2462 -1.8927 -7.7716
H -1.5751 -1.6989 -8.4177
H -1.6240 -0.9399 -3.2902
H 0.0471 -0.7459 -3.9365
H -0.3206 -2.0184 -2.7564
C -6.6600 -0.1888 2.5807
O -6.1333 0.1302 1.2942
C -6.7974 1.1226 0.6496
O -7.7670 1.7307 1.0751
O -6.1959 1.3211 -0.5504
C -6.7928 2.3449 -1.3439
H -6.0530 -0.9939 3.0042
H -6.5983 0.6765 3.2486
H -7.6924 -0.5432 2.4982
H -6.7365 3.3116 -0.8330
H -7.8307 2.0919 -1.5833
H -6.2319 2.4174 -2.2797
```

Computed Mulliken charges, given in elementary charges:
1 N -0.5079
2 C 0.3286
3 C 0.4342
4 C -0.3067
5 C -0.6489
6 C -0.4506
7 C 0.4697
8 O -0.5890
9 O -0.4051
10 C -0.7361
11 C -0.5818
12 C 0.3628
13 C 0.2085
14 C -0.1334
15 O -0.5423
16 C 0.9825
17 C -0.1136
18 C 0.1427
19 O -0.4713
20 Br -0.1488
21 C -0.3959
22 C -0.6501
23 C 0.2661
24 O -0.5118
25 C 0.3028
26 C -0.2344
27 C -0.4283
28 C -0.3243
29 C -0.3417
30 C -0.4025
31 C 0.2597
32 O -0.6601
33 H 0.2593
34 H 0.2730
35 H 0.3953
36 H -0.0982
37 H 0.3902
38 H 0.2972
39 H 0.3857
40 H 0.2219
41 H 0.3485
42 H 0.1843
43 H 0.3692
44 H 0.2462
45 H 0.3203
46 H 0.3562
47 H 0.2897
48 H 0.3709
49 H 0.2910
50 H 0.2779
51 H 0.2835
52 H 0.3031
53 C -0.6096
54 O -0.3166
55 C 0.7146
56 O -0.5475
57 O -0.3170
58 C -0.6209
59 H 0.2182
60 H 0.2815
61 H 0.2880
62 H 0.2700
63 H 0.4102
64 H 0.3022
65 C -0.6369
66 O -0.1152
67 C 0.6232
68 O -0.5459
69 O -0.2790
70 C -0.6528
71 H 0.1287
72 H 0.3046
73 H 0.3566
74 H 0.2942
75 H 0.2893
76 H 0.2220